Computed, not measured: a structure of composition C42H48BN10RuS in a non-equilibrium geometry, with wB97M-V/def2-TZVPD.

XYZ file:
```
103
Properties=species:S:1:pos:R:3:forces:R:3
Ru -0.351 0.572 -0.058 -1.862 2.140 1.252
C -2.960 4.656 2.639 -0.018 -0.114 0.015
C -2.224 4.062 1.488 0.033 0.192 -0.231
C -1.862 4.671 0.299 -0.015 -0.116 0.022
C -1.255 3.671 -0.469 -0.037 0.211 -0.031
N -1.211 2.550 0.245 0.949 -1.585 -0.392
N -1.821 2.775 1.422 -0.055 0.260 0.393
B -2.190 1.612 2.352 0.088 -0.101 -0.266
N -2.973 0.575 1.505 -0.315 0.157 0.207
N -2.450 0.095 0.372 1.361 -0.336 -0.384
C -3.359 -0.715 -0.190 -0.193 0.104 0.248
C -4.497 -0.748 0.628 0.000 0.052 -0.181
C -4.221 0.094 1.688 0.037 -0.165 -0.048
C -5.074 0.417 2.866 0.072 0.087 -0.030
C -3.102 -1.465 -1.412 0.350 -0.092 -0.020
C -2.060 -1.124 -2.312 -0.116 -0.024 0.148
C -1.867 -1.826 -3.489 0.018 0.004 -0.031
C -2.694 -2.891 -3.792 -0.055 -0.023 0.016
C -3.713 -3.263 -2.908 -0.009 0.018 -0.021
C -3.917 -2.561 -1.742 0.008 -0.088 0.007
N -0.932 0.922 2.902 0.038 0.294 0.088
N -0.014 0.327 2.107 0.159 -0.325 -1.111
C 0.905 -0.238 2.926 -0.230 0.281 -0.004
C 0.577 0.077 4.248 0.025 -0.217 -0.065
C -0.595 0.798 4.196 0.126 -0.069 0.088
C -1.383 1.341 5.339 -0.051 0.030 -0.056
C 2.054 -1.083 2.546 0.067 0.118 -0.145
C 2.108 -1.810 1.360 0.159 0.397 0.076
C 3.205 -2.602 1.048 0.414 0.400 0.077
C 4.276 -2.685 1.927 -0.059 0.081 -0.105
C 4.233 -1.973 3.117 -0.006 -0.016 0.062
C 3.135 -1.186 3.425 0.032 0.080 -0.015
C -0.862 3.729 -1.879 -0.574 0.044 -0.239
C -0.367 4.904 -2.439 -0.248 0.033 -0.076
C -0.054 4.957 -3.788 0.007 0.025 0.067
C -0.252 3.846 -4.597 -0.005 -0.054 -0.002
C -0.751 2.673 -4.048 -0.018 -0.059 -0.100
C -1.045 2.614 -2.695 -0.251 0.133 0.152
H -3.130 5.713 2.447 0.019 0.011 0.018
H -3.931 4.178 2.776 0.007 0.000 0.015
H -2.402 4.557 3.569 0.001 0.007 -0.002
H -2.070 5.684 -0.001 -0.013 0.002 0.013
H -2.861 2.002 3.249 -0.024 -0.010 0.019
H -5.419 -1.277 0.458 0.000 0.003 0.004
H -5.996 -0.156 2.811 -0.013 0.010 0.014
H -4.564 0.165 3.796 -0.024 0.002 0.013
H -5.327 1.477 2.898 -0.008 -0.003 0.003
H -1.450 -0.250 -2.114 -0.024 -0.047 -0.035
H -1.085 -1.533 -4.176 0.009 0.030 0.023
H -2.568 -3.424 -4.726 0.010 -0.033 0.019
H -4.354 -4.100 -3.147 -0.005 0.011 -0.011
H -4.711 -2.854 -1.070 0.001 0.000 0.008
H 1.097 -0.225 5.140 -0.017 -0.026 0.000
H -0.877 1.088 6.268 -0.006 0.011 0.011
H -1.474 2.426 5.283 -0.007 -0.002 0.000
H -2.388 0.921 5.372 0.005 0.008 -0.003
H 1.272 -1.747 0.679 0.227 0.223 -0.024
H 3.230 -3.149 0.111 0.089 0.293 0.052
H 5.137 -3.294 1.683 0.049 0.022 0.024
H 5.064 -2.027 3.807 -0.013 0.005 0.011
H 3.125 -0.628 4.351 0.041 0.004 -0.010
H -0.205 5.772 -1.811 -0.021 0.015 0.004
H 0.338 5.872 -4.211 -0.007 0.003 -0.007
H -0.034 3.898 -5.655 0.015 0.000 0.002
H -0.931 1.815 -4.684 0.020 -0.022 0.020
H -1.457 1.709 -2.258 -0.161 0.093 -0.056
C 2.860 -5.706 0.909 0.054 -0.165 0.005
C 1.782 -5.279 -0.023 -0.011 -0.038 0.078
C 1.497 -5.865 -1.228 -0.077 0.043 -0.146
C 0.454 -5.341 -2.005 0.145 -0.036 0.101
N -0.238 -4.265 -1.613 -0.181 0.141 -0.011
C 0.037 -3.715 -0.451 0.446 -0.599 -0.036
S -0.874 -2.386 0.155 -0.457 0.483 -0.370
N 1.027 -4.214 0.340 -0.662 -0.443 -0.229
C 0.062 -5.961 -3.299 -0.014 0.019 -0.041
H 3.253 -6.678 0.625 -0.051 -0.037 -0.017
H 2.492 -5.756 1.935 0.015 0.009 -0.001
H 3.676 -4.981 0.886 -0.095 -0.258 0.027
H 2.061 -6.722 -1.564 -0.004 -0.017 0.031
H 1.193 -3.769 1.237 0.051 -0.088 -0.020
H 0.498 -6.949 -3.419 -0.006 -0.002 -0.021
H 0.398 -5.328 -4.124 0.019 0.013 0.022
H -1.024 -6.019 -3.361 0.003 -0.014 0.008
C 2.324 1.947 0.441 0.557 0.456 -0.173
C 3.774 2.466 0.226 -0.222 -0.111 -0.011
N 4.119 2.345 -1.181 0.508 0.150 -0.097
C 3.270 3.229 -1.964 -0.268 -0.162 0.176
C 1.773 2.918 -1.665 0.424 0.115 -0.238
N 1.685 1.673 -0.871 -0.650 -1.123 0.866
C 2.428 0.617 -1.601 0.446 0.219 -0.068
C 3.943 0.974 -1.628 -0.273 0.007 0.012
H 1.711 2.678 0.969 -0.081 -0.087 0.002
H 2.344 1.035 1.008 -0.083 -0.444 0.250
H 4.481 1.882 0.818 -0.009 0.042 0.006
H 3.870 3.511 0.520 0.025 0.000 -0.011
H 3.493 3.083 -3.021 0.006 0.006 -0.017
H 3.502 4.264 -1.710 0.017 0.016 -0.027
H 1.211 2.796 -2.591 0.348 -0.020 0.241
H 1.311 3.716 -1.087 0.251 -0.209 0.040
H 2.021 0.569 -2.614 -0.094 -0.014 0.030
H 2.266 -0.342 -1.119 -0.092 -0.204 0.138
H 4.346 0.871 -2.636 0.021 -0.016 0.015
H 4.509 0.317 -0.965 0.016 -0.001 -0.008
```
Positions in Å, forces in eV/Å.

Calculated values
- HOMO level (alpha / beta) (Ha) = -0.454 / -0.453
- lowest unoccupied orbital energy (alpha / beta) (eV) = -5.661 / -8.313
- spin multiplicity = 2
- relative energy (zero: lowest compared OMol25 entry of this formula, charge and spin) (kcal per mole) = 16.62
- HOMO-LUMO gap (alpha / beta) (eV) = 6.7 / 4.0
- expectation value of S² = 0.759
- total charge = +2


Computed, not measured: a structure of composition C15H25O5P2Pd, with wB97M-V/def2-TZVPD.

XYZ file:
```
48
Properties=species:S:1:pos:R:3:forces:R:3
Pd 0.849 0.244 0.843 -0.748 -0.303 0.051
C 1.594 3.538 1.395 0.070 -0.068 -0.064
P 0.344 2.257 1.615 0.025 0.048 0.067
C -1.148 2.883 0.826 -0.045 -0.075 -0.007
C 0.005 2.166 3.407 -0.038 0.015 0.040
C -0.729 0.858 3.691 -0.017 -0.019 0.005
P 0.132 -0.496 2.813 0.222 -0.026 0.133
C 1.323 -1.221 3.957 0.020 0.034 0.004
C -1.087 -1.780 2.473 0.036 0.034 -0.092
H 1.253 4.481 1.823 -0.014 0.002 0.022
H 1.779 3.681 0.330 0.009 0.011 0.008
H 2.523 3.231 1.874 0.015 0.036 0.000
H -1.425 3.848 1.251 -0.038 0.014 -0.016
H -1.953 2.160 0.949 -0.030 0.042 0.005
H -0.965 2.975 -0.244 0.004 0.008 -0.003
H -0.559 3.040 3.738 0.009 0.002 0.028
H 0.972 2.177 3.916 0.014 0.040 0.003
H -1.748 0.888 3.299 -0.016 0.022 0.011
H -0.792 0.645 4.759 -0.022 -0.002 0.011
H 0.808 -1.670 4.807 0.020 -0.017 0.014
H 2.015 -0.457 4.307 0.010 -0.011 0.017
H 1.890 -1.984 3.424 -0.001 -0.014 0.016
H -1.611 -2.094 3.376 0.008 0.024 0.031
H -0.565 -2.629 2.033 -0.025 -0.014 0.005
H -1.790 -1.391 1.735 -0.044 -0.058 0.029
C -2.615 0.738 -5.247 0.015 -0.009 -0.001
O -1.715 -0.362 -5.313 -0.009 0.010 0.056
C -1.066 -0.710 -4.193 0.008 -0.012 -0.057
C -0.189 -1.819 -4.330 -0.061 0.040 -0.068
C 0.480 -2.259 -3.243 0.048 -0.020 0.114
C 0.379 -1.636 -1.954 -0.002 0.040 -0.210
C 1.069 -2.216 -0.867 0.089 -0.130 0.184
C 1.647 -3.607 -0.949 0.054 0.035 -0.016
O 1.285 -1.683 0.269 0.016 0.020 0.045
C -0.469 -0.475 -1.838 -0.114 -0.002 -0.053
O -0.655 0.191 -0.754 0.330 0.165 -0.221
C -1.200 -0.072 -2.987 -0.020 0.107 0.112
H -3.036 0.843 -6.241 0.007 -0.009 -0.021
H -2.087 1.653 -4.973 0.005 0.009 -0.010
H -3.414 0.546 -4.529 -0.003 -0.018 -0.001
H -0.082 -2.287 -5.299 -0.007 0.012 0.010
H 1.150 -3.096 -3.372 -0.003 -0.001 0.033
H 1.231 -4.219 -1.740 -0.015 -0.012 0.030
H 1.480 -4.093 0.010 0.002 0.001 0.004
H 2.729 -3.531 -1.083 -0.015 -0.011 -0.032
H -1.855 0.777 -2.855 -0.004 -0.006 -0.014
O 2.423 1.005 -0.816 0.420 0.023 0.106
O 3.394 0.959 -0.094 -0.166 0.043 -0.306
```
Positions in Å, forces in eV/Å.

Calculated values
- HOMO level (alpha / beta) (Ha) = -0.386 / -0.386
- lowest unoccupied orbital energy (alpha / beta) (eV) = -3.307 / -4.197
- spin multiplicity = 3
- relative energy (zero: lowest compared OMol25 entry of this formula, charge and spin) (kcal per mole) = 24.89
- HOMO-LUMO gap (alpha / beta) (eV) = 7.2 / 6.3
- expectation value of S² = 2.016
- total charge = +1


Computed, not measured: a structure of composition C35H33ClCoN4S2Si2 in a non-equilibrium geometry, with wB97M-V/def2-TZVPD.

XYZ file:
```
78
Properties=species:S:1:pos:R:3:forces:R:3
C 0.694 1.959 1.228 1.488 0.856 1.252
C 0.569 2.655 -0.002 0.175 0.867 0.693
C -0.748 3.192 -0.084 0.199 1.591 0.357
H 1.384 2.850 -0.685 -0.171 -0.339 0.024
C -1.419 2.856 1.121 -0.407 1.455 0.331
C -0.534 2.092 1.926 0.857 1.032 0.167
H -0.708 1.783 2.945 0.008 -0.322 -0.212
H 1.583 1.451 1.585 -0.222 0.087 -0.086
H -1.134 3.800 -0.894 0.030 -0.195 0.163
H -2.406 3.188 1.413 0.060 -0.209 -0.148
Co -0.794 1.234 0.155 -0.521 -2.413 -0.826
Si -3.205 -1.620 -3.276 2.092 1.183 0.996
C -2.477 -0.625 -4.713 0.093 0.119 0.135
C -2.898 -0.738 -6.046 0.286 0.286 -0.062
H -3.752 -1.375 -6.297 0.345 0.102 0.086
C -2.254 -0.014 -7.060 0.023 -0.062 0.174
H -2.563 -0.143 -8.102 0.096 0.063 0.357
C -1.241 0.899 -6.744 -0.276 0.050 0.337
H -0.762 1.489 -7.528 -0.210 -0.133 0.223
C -0.879 1.082 -5.402 0.116 -0.367 -0.167
H -0.169 1.861 -5.111 -0.061 -0.331 -0.233
C -1.431 0.255 -4.419 0.081 0.297 -0.263
H -1.034 0.297 -3.397 -0.553 0.108 -0.564
C -3.389 0.021 -1.840 -0.724 0.635 -1.828
C -2.680 1.318 -1.580 1.896 -0.255 -0.240
H -1.860 1.655 -2.219 -0.599 0.091 -0.040
C -3.527 2.305 -0.874 0.063 1.676 -0.032
H -3.433 3.387 -1.004 0.443 -0.300 0.309
C -4.310 1.785 0.223 0.037 -0.202 1.671
H -4.876 2.439 0.897 0.310 -0.163 -0.380
C -4.408 0.410 0.353 -0.320 -0.767 0.738
H -4.871 -0.003 1.248 -0.196 0.107 -0.198
C -4.036 -0.461 -0.671 -0.473 -0.385 1.698
H -4.281 -1.524 -0.601 -0.035 0.117 0.075
H -2.228 -1.878 -2.146 -0.163 -0.572 -0.192
Si -4.535 1.502 -2.149 -3.531 -0.440 -4.073
C -6.428 1.547 -1.843 0.195 -0.403 0.250
C -7.083 2.733 -2.183 -0.278 -0.005 0.082
H -6.537 3.520 -2.708 -0.147 -0.149 0.132
C -8.436 2.920 -1.884 0.116 -0.109 0.040
H -8.924 3.847 -2.178 0.043 -0.135 0.087
C -9.152 1.925 -1.216 0.300 0.010 -0.087
H -10.200 2.075 -0.959 0.230 -0.021 -0.066
C -8.512 0.726 -0.898 0.137 -0.049 -0.181
H -9.057 -0.069 -0.387 0.063 0.167 -0.163
C -7.171 0.524 -1.240 -0.343 0.143 0.136
H -6.712 -0.443 -1.029 -0.051 0.340 -0.002
C -4.568 2.070 -3.995 0.391 0.046 1.091
C -3.934 3.234 -4.434 -0.212 -0.055 -0.586
H -3.389 3.861 -3.721 -0.093 -0.140 -0.240
C -4.014 3.609 -5.782 0.036 -0.138 0.004
H -3.544 4.540 -6.111 -0.112 -0.315 0.022
C -4.671 2.782 -6.704 -0.037 -0.051 0.283
H -4.677 3.027 -7.770 -0.006 0.002 0.414
C -5.319 1.623 -6.257 0.179 0.121 0.247
H -5.806 0.950 -6.967 0.066 0.306 0.195
C -5.299 1.292 -4.897 -0.050 0.113 -0.430
H -5.839 0.404 -4.546 0.291 0.381 -0.176
H -2.857 -2.930 -3.786 -0.220 -1.327 -0.870
Cl -5.246 -1.970 -3.537 -0.741 0.164 0.395
N 1.246 1.482 -2.809 0.533 0.623 -0.051
C 0.925 0.334 -2.195 -1.218 -1.343 1.140
N 0.123 0.154 -1.125 1.256 -1.110 -2.132
C -0.168 -1.220 -0.957 1.333 0.153 -2.167
C 0.383 -2.032 -1.924 -0.775 0.163 1.960
S 1.384 -1.159 -2.989 -0.266 0.490 0.255
C -1.019 -1.519 0.148 -1.652 -0.825 1.615
C -1.603 -2.699 0.561 1.363 0.881 -1.370
S -2.473 -2.496 2.012 0.159 0.539 -0.040
C -2.074 -0.798 2.009 0.625 -0.034 -1.790
N -1.349 -0.403 0.946 -0.972 -2.064 1.309
N -2.567 -0.031 2.985 -0.042 0.286 0.633
H 1.968 1.435 -3.519 -0.380 0.247 0.204
H 0.993 2.384 -2.427 0.059 -0.413 -0.154
H 0.220 -3.101 -1.955 0.264 0.140 -0.273
H -1.524 -3.633 0.018 -0.114 0.074 0.347
H -2.988 -0.501 3.776 0.031 0.475 -0.233
H -2.468 0.975 2.972 -0.198 -0.448 -0.070
```
Positions in Å, forces in eV/Å.

Calculated values
- HOMO level (alpha / beta) (Ha) = -0.199 / -0.239
- lowest unoccupied orbital energy (alpha / beta) (eV) = -0.043 / -0.183
- spin multiplicity = 4
- relative energy (zero: lowest compared OMol25 entry of this formula, charge and spin) (kcal per mole) = 80.98
- HOMO-LUMO gap (alpha / beta) (eV) = 5.4 / 6.3
- expectation value of S² = 3.779


Computed, not measured: an isolated molecule of C3H3NOS in a non-equilibrium geometry, with wB97M-V/def2-TZVPD.

XYZ file:
```
9
Properties=species:S:1:pos:R:3:forces:R:3
C -2.299 0.275 0.117 0.332 2.210 2.258
S -0.854 -0.876 -0.087 -0.600 1.988 -0.269
C 0.381 0.353 -0.109 1.205 2.901 1.361
O 0.365 1.596 -0.075 -1.576 -2.463 -0.536
C 1.736 -0.125 0.097 -1.501 -0.485 -0.811
N 2.816 -0.464 0.086 2.118 -0.644 0.272
H -3.093 -0.413 -0.032 -1.083 -0.149 -0.532
H -2.396 0.581 1.276 0.536 -0.669 -2.626
H -2.379 1.298 -0.483 0.570 -2.687 0.883
```
Positions in Å, forces in eV/Å.

Calculated values
- HOMO level (Ha) = -0.388
- lowest unoccupied orbital energy (eV) = -0.460
- spin multiplicity = 1
- relative energy (zero: lowest compared OMol25 entry of this formula, charge and spin) (kcal per mole) = 27.95
- HOMO-LUMO gap (eV) = 10.1
- SMILES = CSC(=O)C#N


Question: The highest relative energy (zero: lowest compared OMol25 entry of this formula, charge and spin) belongs to which entry?
Answer: C35H33ClCoN4S2Si2